# C5H9N3

The molecule C5H9N3 at a distorted geometry (ωB97M-V/def2-TZVPD, the OMol25 dataset).

The geometry in XYZ format:
```
17
Properties=species:S:1:pos:R:3:forces:R:3:mulliken_charge:R:1
C -0.5896 -0.9458 0.9628 -3.7 0.0 3.8 -0.723
C 0.5679 -1.5523 0.3433 -0.8 -0.5 -0.8 0.084
N -0.6846 1.5558 1.1369 0.6 -1.6 -3.7 -0.507
H 1.3928 -1.0161 0.7561 1.4 -0.2 -0.4 0.261
H 0.0588 2.7436 -0.5619 -1.6 0.3 3.3 0.232
H 1.3438 0.8463 -0.5390 -2.0 -1.1 -1.7 0.368
H -0.1365 1.0522 -1.6661 -0.1 -0.4 -0.8 0.431
C 0.1829 -1.1375 -1.0400 0.9 0.0 -1.4 -0.165
N 0.6990 -2.5249 -0.7288 1.2 0.8 -0.4 -0.552
H -0.7474 -0.9915 2.1108 0.7 0.4 -1.6 0.271
H 1.7183 -2.7342 -0.8945 -1.4 0.6 0.1 0.295
N -0.5435 2.7391 0.3746 0.6 0.7 0.0 -0.410
C -0.4417 0.4744 0.4086 -0.8 2.1 2.7 0.644
H -0.8677 -1.1091 -1.3126 -0.2 -1.6 0.2 0.235
C 0.2800 0.3677 -0.9451 3.9 2.3 2.4 -0.979
H -0.6798 3.5813 1.0151 0.9 -1.6 -1.9 0.232
H -1.5525 -1.3488 0.5798 0.5 0.0 0.2 0.283
```
Forces are in eV/Å.

Its charge is 0. The lowest unoccupied orbital energy is 0.91 eV. As for the total energy: -359.952225 Eh. The HOMO-LUMO gap comes out at 9.2197 eV. The value obtained for the HOMO energy is -8.305 eV. For the energy above the lowest of the compared OMol25 structures with the same formula, charge and spin, the calculation gives 153.8 kcal/mol.